No. 1
Entry from the OMol25 dataset: a cluster of 2 separate species, C4H10N in total (ωB97M-V with the def2-TZVPD basis set).

```
15
C4H10N, DFT ωB97M-V with the def2-TZVPD basis set
C -2.2421 -0.9482 -0.5716
C -2.2106 0.4541 0.1885
C -0.8390 1.0308 0.2493
C 0.1883 0.2467 -0.0486
N 4.2599 -0.2017 0.0885
H -1.1602 -0.8298 -0.8794
H -2.3996 -1.7861 0.0946
H -3.0071 -0.9335 -1.3650
H -2.7022 1.3827 -0.2551
H -2.5458 0.2931 1.1383
H -0.8566 2.0800 0.6246
H 1.2179 0.4822 0.2734
H 3.3459 -0.0973 -0.4087
H 4.8238 -0.9126 -0.2218
H 4.1275 -0.2605 1.0928
```

Summary:
2S+1 ... 1
E_HOMO ... -12.83 eV
Strongest force on any atom ... 6.15 eV/Å
Lowest unoccupied orbital energy ... -9.15 eV
Electronic energy ... -5786.577 eV
Frontier orbital gap ... 3.69 eV
Total charge ... +1
ΔE to the lowest compared entry with this formula, charge and spin ... 167.9 kcal per mole

No. 2
Entry from the OMol25 dataset: a cluster of 2 separate species, C3H7ClO in total (ωB97M-V with the def2-TZVPD basis set).

```
12
C3H7ClO, DFT ωB97M-V with the def2-TZVPD basis set
C -0.7180 1.3962 -0.4169
C -0.5073 -0.0113 0.3857
C 0.9807 -0.5705 0.4270
H -0.8624 0.9779 -1.5498
H 0.0926 2.1967 -0.2639
H -1.6250 1.7634 -0.0427
H -0.8940 0.0126 1.4688
H 0.9507 -1.5834 0.9036
H 1.5976 0.0609 1.1738
H 1.1002 -2.5467 -1.0478
O 1.4791 -0.5930 -0.7814
Cl -1.5942 -1.1028 -0.2564
```

Summary:
2S+1 ... 1
E_HOMO ... -9.76 eV
Strongest force on any atom ... 5.27 eV/Å
Lowest unoccupied orbital energy ... -2.87 eV
Electronic energy ... -17787.908 eV
Frontier orbital gap ... 6.89 eV
ΔE to the lowest compared entry with this formula, charge and spin ... 141.2 kcal per mole

No. 3
Entry from the OMol25 dataset: a structure of composition C32H56N8O4PV2 (ωB97M-V with the def2-TZVPD basis set).

```
103
C32H56N8O4PV2, DFT ωB97M-V with the def2-TZVPD basis set
V -1.3090 -2.0537 -0.4292
V 0.9682 -0.7226 2.3336
P 0.2531 -0.2560 0.0861
O -0.5110 -0.2459 -1.2126
O -0.7709 -0.6961 1.1138
O 1.1428 0.7385 0.8285
O 0.7498 -1.6521 0.4068
C -2.7806 4.6697 0.8778
C -2.6698 3.1695 1.2320
C -1.2941 2.7309 1.6950
C -0.7788 3.3849 2.9016
N -0.4132 3.9792 3.8245
H -2.1202 4.8735 0.0350
H -2.4781 5.2367 1.7583
H -3.8163 4.9073 0.6349
H -3.0510 2.6136 0.3754
H -3.2492 2.8412 2.0950
H -0.5121 2.8217 0.9411
H -1.3420 1.6487 1.8154
C 2.0277 -6.1936 -1.8818
C 1.5727 -6.2750 -0.4372
C 2.2574 -5.2376 0.5455
C 3.7303 -5.2905 0.5700
N 4.8969 -5.2864 0.6032
H 1.4938 -6.9514 -2.4553
H 3.1060 -6.3517 -1.9006
H 1.8711 -5.2132 -2.3318
H 1.7833 -7.2791 -0.0692
H 0.5007 -6.0780 -0.4212
H 1.8887 -5.3608 1.5639
H 1.9058 -4.2204 0.3735
C -0.2341 4.5167 -3.1035
C 0.2085 3.5288 -2.0196
C 0.9703 2.3344 -2.5307
C 2.0845 2.6964 -3.4159
N 2.9844 3.0101 -4.0800
H -0.8898 5.3309 -2.7948
H -0.7699 3.9947 -3.8963
H 0.6109 4.9993 -3.5946
H -0.6911 3.1178 -1.5614
H 0.7063 4.0960 -1.2331
H 0.3528 1.6737 -3.1392
H 1.3798 1.7148 -1.7329
C 4.8470 -0.1949 -2.8318
C 3.6116 -0.8643 -2.1324
C 3.9657 -1.8993 -1.0430
C 4.8055 -1.4460 0.0751
N 5.4250 -1.1147 1.0026
H 4.5579 0.3279 -3.7435
H 5.6736 -0.8813 -3.0151
H 5.2206 0.5884 -2.1721
H 2.9785 -1.3889 -2.8480
H 3.0229 -0.0190 -1.7760
H 4.4802 -2.7872 -1.4105
H 3.0096 -2.1836 -0.6036
C -5.2091 0.7511 3.3988
C -4.0798 -0.1894 2.8934
C -4.4356 -0.8491 1.5311
C -4.8535 0.1471 0.5319
N -5.1276 0.9308 -0.2654
H -4.9572 1.1093 4.3970
H -6.1347 0.1782 3.4554
H -5.4573 1.6177 2.7861
H -3.8967 -0.9527 3.6496
H -3.1942 0.4446 2.8507
H -5.2658 -1.5476 1.6358
H -3.6248 -1.4602 1.1345
C 5.2870 3.4048 0.0046
C 3.8676 2.8039 -0.0980
C 2.7782 3.5173 0.6226
C 3.0988 3.8223 2.0497
N 3.3414 4.0699 3.1742
H 5.6265 3.2566 1.0297
H 5.2541 4.4865 -0.1262
H 5.9292 3.0174 -0.7862
H 3.9659 1.8210 0.3630
H 3.6237 2.5792 -1.1364
H 1.8204 3.0006 0.5625
H 2.6596 4.4664 0.0998
C -0.1196 -6.3966 3.9251
C -1.4763 -5.7591 3.8197
C -1.5266 -4.6607 2.7419
C -0.7460 -3.4633 3.0830
N -0.1566 -2.5139 3.4169
H 0.6609 -5.6464 3.7982
H 0.0656 -7.1659 3.1755
H 0.0223 -6.8365 4.9122
H -1.8257 -5.3060 4.7475
H -2.2975 -6.4481 3.6220
H -2.5772 -4.4294 2.5667
H -1.0749 -5.0227 1.8183
C -3.8367 3.2544 -3.9383
C -3.4481 2.7157 -2.5772
C -2.7117 1.3927 -2.5733
C -3.6026 0.3190 -3.0460
N -4.3359 -0.4745 -3.4028
H -3.0157 3.0677 -4.6306
H -4.2227 4.2730 -3.8969
H -4.6289 2.6570 -4.3896
H -4.4043 2.6501 -2.0581
H -2.8909 3.4717 -2.0239
H -2.4348 1.1071 -1.5585
H -1.7940 1.3864 -3.1615
```

Summary:
2S+1 ... 8
E_HOMO (spin up / spin down) ... -6.40 / -9.60 eV
Strongest force on any atom ... 9.54 eV/Å
Lowest unoccupied orbital energy (spin up / spin down) ... -1.38 / -1.51 eV
Electronic energy ... -114864.499 eV
Frontier orbital gap (spin up / spin down) ... 5.02 / 8.08 eV
ΔE to the lowest compared entry with this formula, charge and spin ... 22.5 kcal per mole

No. 4
Entry from the OMol25 dataset: a cluster of 2 separate species, C3H3NS in total (ωB97M-V with the def2-TZVPD basis set).

```
8
C3H3NS, DFT ωB97M-V with the def2-TZVPD basis set
C 0.7246 -0.8139 0.9274
C 0.7393 0.3105 0.4622
C -2.5512 -0.4383 -0.0470
N -2.5680 0.3948 -0.8874
S -2.7533 -1.7243 0.7612
H 0.8812 -1.6816 1.5412
H 1.0971 1.0915 -0.1016
H -1.9096 1.0040 -1.3604
```

Summary:
2S+1 ... 1
E_HOMO ... -9.44 eV
Strongest force on any atom ... 3.50 eV/Å
Lowest unoccupied orbital energy ... 0.92 eV
Electronic energy ... -15481.860 eV
SMILES ... N=C=S.C#C
Frontier orbital gap ... 10.37 eV
ΔE to the lowest compared entry with this formula, charge and spin ... 43.7 kcal per mole

No. 5
Entry from the OMol25 dataset: a structure of composition C45H38F5N2O2P2RuS (ωB97M-V with the def2-TZVPD basis set).

```
96
C45H38F5N2O2P2RuS, DFT ωB97M-V with the def2-TZVPD basis set
Ru 0.6956 -0.7248 -0.0071
O -0.6176 2.5275 0.8536
C 0.4088 3.4025 1.0558
C 0.2246 4.5703 1.7730
C 1.2709 5.4774 1.8513
C 2.4641 5.2070 1.1993
C 2.6375 4.0029 0.5260
C 1.6193 3.0504 0.4575
P 1.8367 1.3768 -0.3015
C 3.7294 -0.0017 1.7205
C 3.8868 0.5728 3.0218
C 4.5378 1.7516 3.1716
C 5.0827 2.4271 2.0381
C 4.9215 1.9204 0.7820
C 4.1914 0.7298 0.5803
C 2.0014 1.7380 -2.0804
C 1.8272 0.6532 -2.9485
C 1.9319 0.7996 -4.3255
C 2.2143 2.0465 -4.8695
C 2.3913 3.1328 -4.0253
C 2.2876 2.9830 -2.6462
C -1.5483 2.8076 -0.1031
C -1.8689 4.0716 -0.5701
C -2.8700 4.1900 -1.5282
C -3.5243 3.0710 -2.0163
C -3.1541 1.8074 -1.5667
C -2.1589 1.6645 -0.6120
P -1.5290 0.0565 -0.0105
C -2.1997 0.0897 1.6955
C -3.5450 0.3597 1.9517
C -4.0224 0.3849 3.2563
C -3.1481 0.1829 4.3182
C -1.8000 -0.0350 4.0732
C -1.3323 -0.0889 2.7678
C -2.5939 -1.0439 -1.0135
C -2.1306 -1.2831 -2.3127
C -2.8503 -2.0823 -3.1890
C -4.0409 -2.6676 -2.7721
C -4.5002 -2.4480 -1.4828
C -3.7770 -1.6472 -0.6019
H -0.7293 4.7652 2.2524
H 1.1419 6.4030 2.4010
H 3.2682 5.9341 1.2202
H 3.5713 3.7983 0.0357
H 3.5126 0.0505 3.8945
H 4.6655 2.1719 4.1618
H 5.6308 3.3517 2.1784
H 5.3628 2.4292 -0.0665
H 4.1330 0.2777 -0.3948
H 1.5988 -0.3207 -2.5366
H 1.7904 -0.0621 -4.9676
H 2.2924 2.1687 -5.9439
H 2.6112 4.1098 -4.4419
H 2.4108 3.8500 -2.0056
H -1.3538 4.9494 -0.2057
H -3.1375 5.1756 -1.8919
H -4.3073 3.1754 -2.7577
H -3.6322 0.9250 -1.9761
H -4.2227 0.5657 1.1280
H -5.0745 0.5659 3.4445
H -3.5199 0.2012 5.3367
H -1.1141 -0.1739 4.9014
H -0.2903 -0.2647 2.5678
H -1.2028 -0.8243 -2.6347
H -2.4818 -2.2541 -4.1945
H -4.6021 -3.3026 -3.4481
H -5.4260 -2.9067 -1.1528
H -4.1461 -1.4981 0.4035
C 3.6705 -2.7613 -0.1704
O 3.0274 -1.5113 0.2049
C 3.1242 -1.1985 1.5160
C 2.6040 -2.1195 2.5624
H 3.0063 -3.6059 -0.0328
H 4.5780 -2.8828 0.4205
H 3.9166 -2.6748 -1.2245
H 3.2732 -2.1529 3.4234
H 2.4807 -3.1267 2.1717
H 1.6204 -1.8041 2.9082
F -5.1074 -5.7965 0.6807
C -3.9749 -5.0975 0.6785
C -3.1310 -5.1420 -0.4067
F -3.4690 -5.8660 -1.4770
C -1.9542 -4.4206 -0.3893
F -1.1932 -4.4824 -1.4862
C -1.5550 -3.6541 0.6951
S 0.0353 -2.8957 0.7689
C -2.4400 -3.6268 1.7666
F -2.1569 -2.9286 2.8610
C -3.6343 -4.3232 1.7631
F -4.4604 -4.2580 2.8113
N 1.6907 -4.3486 -2.1895
N 1.4943 -2.9702 -2.5166
H 1.4149 -4.8930 -2.9932
H 1.0668 -4.5946 -1.4246
H 0.5093 -2.7562 -2.5798
H 1.8649 -2.4024 -1.7595
```

Summary:
2S+1 ... 2
E_HOMO (spin up / spin down) ... -6.61 / -6.57 eV
Strongest force on any atom ... 1.86 eV/Å
Lowest unoccupied orbital energy (spin up / spin down) ... -1.08 / -1.02 eV
Electronic energy ... -99935.509 eV
Frontier orbital gap (spin up / spin down) ... 5.53 / 5.55 eV
ΔE to the lowest compared entry with this formula, charge and spin ... 57.6 kcal per mole

No. 6
Entry from the OMol25 dataset: an isolated molecule of C5H6O2 (ωB97M-V with the def2-TZVPD basis set).

```
13
C5H6O2, DFT ωB97M-V with the def2-TZVPD basis set
O 1.1385 2.0752 0.4675
C 0.6373 0.9945 0.2514
C 1.5144 -0.2128 -0.1371
O 0.7060 -1.1621 -0.8721
C -0.1891 -0.5112 -1.5925
C -1.4562 -0.2686 0.9713
C -0.8500 0.7674 0.3632
H 1.9112 -0.7365 0.7431
H 2.3420 0.1347 -0.7632
H -0.8811 -1.3090 -1.9619
H -0.9144 -1.1578 1.3003
H -2.5318 -0.2598 1.1579
H -1.4269 1.6460 0.0721
```

Summary:
2S+1 ... 1
E_HOMO ... -8.70 eV
Strongest force on any atom ... 0.78 eV/Å
Lowest unoccupied orbital energy ... 0.20 eV
Electronic energy ... -9372.804 eV
Frontier orbital gap ... 8.89 eV
ΔE to the lowest compared entry with this formula, charge and spin ... 99.0 kcal per mole